30
Properties=species:S:1:pos:R:3:forces:R:3:mulliken_charge:R:1 method="wB97M-V/def2-TZVPD" orbital_gap_ha=0.375 lumo_energy_ha=0.0126 total_charge=0 max_force_ha_per_bohr=0.0589 smiles="CC(C)[C@H](NC(=O)[C@@H](N)CO)C(=O)O" e_tot_ha=-724.91455
C -0.2998 -0.1704 2.3711 1.0 1.9 0.4 -1.3724
C -0.7356 1.1442 1.6095 -0.7 -0.8 -0.8 0.4811
C 0.3438 2.2013 1.3857 -0.2 -0.6 1.7 -1.3836
C -1.4798 0.8076 0.2974 0.7 -1.2 0.0 -0.4831
N -0.7676 -0.2425 -0.4864 0.6 1.7 -0.7 -0.1817
C 0.3625 -0.1383 -1.2153 -0.6 2.1 -0.1 0.6399
O 0.8617 0.9890 -1.4728 -0.6 -2.1 -0.1 -0.7763
C 0.8709 -1.4830 -1.7837 0.0 1.2 0.5 0.2982
N 2.0874 -1.2619 -2.5501 -0.9 0.1 -1.6 -0.7149
C 1.1611 -2.4276 -0.6254 -0.9 -0.8 1.2 -1.0467
O 0.0554 -2.9975 0.1994 0.8 1.3 -1.3 -0.5225
C -2.0495 2.0644 -0.4120 -2.0 -0.5 2.2 0.2020
O -3.0381 2.6084 0.0628 1.4 -0.8 -0.4 -0.6146
O -1.4692 2.5107 -1.4703 -0.2 1.1 -1.2 -0.4958
H -1.0116 -0.9906 2.4435 -0.4 0.4 0.0 0.3610
H 0.5748 -0.5913 1.8860 0.3 -0.1 0.0 0.2303
H 0.0241 0.1703 3.4022 -0.4 -0.6 -1.0 0.3651
H -1.5861 1.5214 2.1454 -0.1 0.8 0.8 0.4426
H 0.7682 2.4123 2.3579 0.1 0.4 0.4 0.4418
H 1.1653 1.8413 0.8234 0.6 -0.5 -0.9 0.2638
H 0.0005 3.1293 0.9638 -0.4 0.2 -0.2 0.3896
H -2.3097 0.2076 0.6305 -0.8 0.3 0.0 0.6100
H -0.9301 -1.1437 -0.1378 -0.5 -1.5 0.4 0.4540
H 0.0788 -1.8493 -2.4399 0.1 -0.2 0.0 0.3071
H 2.7687 -0.7202 -2.0595 0.4 0.2 0.9 0.2952
H 1.8248 -0.5911 -3.3009 0.3 -0.8 0.5 0.3298
H 1.7739 -3.2388 -0.9505 0.4 -0.5 -0.5 0.5277
H 1.7219 -1.8746 0.0923 0.7 0.4 0.6 0.3230
H -0.0811 -3.8913 -0.1081 -0.2 -0.3 -0.1 0.2996
H -0.6856 2.0041 -1.6584 1.4 -0.6 -0.3 0.3299